ORCA calculation (wB97M-V/def2-TZVPD) on a 16-piece molecular cluster, C38H64BN16O4 overall in a non-equilibrium geometry.

Geometry (Å):
C  0.9674  0.4143  1.3216
C  1.5496  0.5281  -0.0606
O  0.9355  1.6748  -0.7024
B  0.2818  1.3944  -1.8193
O  0.9073  1.5340  -2.9986
N  -1.1916  0.9709  -1.8711
C  -1.4550  -0.4725  -1.5197
C  -2.3859  -0.6650  -0.3580
C  -2.5600  -2.1475  -0.0705
C  -1.2656  -2.8731  0.1036
O  -0.4217  -2.5107  0.8076
O  -1.1264  -4.0054  -0.6129
C  -0.2994  -3.8143  -1.7903
C  0.7554  -4.8703  -1.8779
H  0.0131  -0.0884  1.3223
H  0.7711  1.4159  1.6619
H  1.6391  -0.0775  1.9946
H  2.6148  0.7244  0.0782
H  1.4876  -0.3890  -0.6353
H  0.7028  0.8303  -3.6291
H  -1.7640  1.6098  -1.3083
H  -1.5076  1.0973  -2.8355
H  -0.5133  -0.9723  -1.3542
H  -1.9199  -0.9547  -2.3567
H  -2.1048  -0.1221  0.5292
H  -3.3600  -0.3100  -0.6270
H  -3.0841  -2.2218  0.8696
H  -3.1668  -2.5842  -0.8438
H  -0.9578  -3.8556  -2.6414
H  0.1969  -2.8546  -1.7439
H  0.3270  -5.8562  -1.8680
H  1.4851  -4.7759  -1.0944
H  1.2412  -4.7481  -2.8333
C  -6.8518  -1.2790  1.6074
C  -5.5347  -0.6741  1.5373
N  -4.4920  -0.1944  1.4767
H  -6.8888  -2.0333  2.3905
H  -7.6102  -0.5308  1.8306
H  -7.1148  -1.7534  0.6624
C  4.5057  3.6948  -0.4965
C  4.6570  2.6049  0.4543
N  4.7762  1.7442  1.2052
H  5.3329  3.7239  -1.1990
H  3.5888  3.5882  -1.0731
H  4.4694  4.6565  0.0149
C  0.4647  -2.1733  3.7997
C  -0.0591  -1.8599  5.1193
N  -0.4731  -1.6022  6.1594
H  0.7237  -3.2276  3.7169
H  -0.2641  -1.9526  3.0242
H  1.3605  -1.5948  3.5846
C  3.0319  7.4462  -2.8490
C  3.9998  6.3658  -2.7909
N  4.7631  5.5088  -2.7574
H  2.0408  7.1021  -2.5577
H  3.3130  8.2568  -2.1774
H  2.9589  7.8549  -3.8557
C  7.1981  7.4136  -0.7728
C  5.9448  8.0978  -0.5081
N  4.9526  8.6353  -0.3033
H  7.6778  7.8092  -1.6663
H  7.8899  7.5317  0.0595
H  7.0334  6.3485  -0.9264
C  -2.9508  -6.7778  -1.0908
C  -4.3496  -6.5058  -1.3664
N  -5.4542  -6.2838  -1.5821
H  -2.3341  -6.5928  -1.9691
H  -2.5838  -6.1380  -0.2910
H  -2.7970  -7.8123  -0.7878
C  -5.5645  -3.8294  -4.1760
C  -4.2064  -3.3134  -4.1321
N  -3.1324  -2.9081  -4.0873
H  -5.6877  -4.6836  -3.5097
H  -6.2781  -3.0668  -3.8675
H  -5.8399  -4.1505  -5.1793
C  -2.3756  3.3607  1.8931
C  -2.9645  3.6677  0.5995
N  -3.4267  3.9040  -0.4248
H  -1.3509  3.0059  1.7847
H  -2.3512  4.2349  2.5417
H  -2.9427  2.5835  2.4049
C  7.1914  -0.6972  0.3230
C  7.0414  -2.0653  -0.1453
N  6.9094  -3.1418  -0.5195
H  7.8232  -0.1167  -0.3476
H  6.2268  -0.1964  0.3856
H  7.6441  -0.6634  1.3123
C  -3.4781  -0.4382  -6.3092
C  -3.4524  -0.1519  -4.8879
N  -3.4466  0.0723  -3.7621
H  -4.2514  0.1424  -6.8096
H  -2.5236  -0.1966  -6.7734
H  -3.6781  -1.4939  -6.4850
C  5.1374  3.8116  4.0739
C  4.8546  4.8784  3.1275
N  4.6317  5.7098  2.3686
H  4.6293  2.8928  3.7869
H  6.2044  3.6017  4.1174
H  4.8088  4.0813  5.0762
C  3.6725  -6.6618  -4.8891
C  2.2814  -6.3687  -5.1964
N  1.1830  -6.1424  -5.4399
H  4.2992  -6.5476  -5.7716
H  4.0538  -5.9922  -4.1195
H  3.7857  -7.6827  -4.5291
C  -3.5811  -2.6188  5.2780
C  -4.9787  -2.5083  4.9049
N  -6.0827  -2.4233  4.6096
H  -2.9311  -2.4177  4.4283
H  -3.3227  -1.9124  6.0644
H  -3.3495  -3.6178  5.6436
C  -5.3506  6.3877  0.2301
C  -6.5788  7.0930  0.5603
N  -7.5487  7.6467  0.8197
H  -4.9072  6.7748  -0.6854
H  -4.6126  6.4909  1.0242
H  -5.5329  5.3265  0.0830
C  2.1507  -1.8302  7.9497
C  3.5315  -1.3746  7.9798
N  4.6203  -1.0138  7.9923
H  2.0581  -2.7737  7.4151
H  1.7619  -1.9818  8.9552
H  1.5099  -1.1069  7.4558

Values from the calculation:
Lowest unoccupied orbital energy in eV: -2.615
Net charge: +1
Gap between HOMO and LUMO in eV: 10.38
Relative energy (zero: lowest compared OMol25 entry of this formula, charge and spin) in kJ/mol: 0.0

Results of the Mulliken charge analysis, in e, for atoms 1 through 8: -0.8852 0.5012 -0.4070 0.4311 -0.4174 0.3678 0.8824 -0.5053